No. 1
165
Properties=species:S:1:pos:R:3 method="wB97M-V/def2-TZVPD" total_charge=0 homo_lumo_gap_ev=8.830 relative_energy_kj_mol=0.0 largest_force_ev_per_a=1.5
C 10.143 21.789 19.967
C 11.188 20.749 19.602
C 10.655 19.699 18.662
O 9.570 19.008 19.243
C 9.143 17.951 18.391
N 12.304 21.399 18.903
H 9.302 21.290 20.448
H 9.786 22.346 19.100
H 10.584 22.500 20.669
H 11.544 20.270 20.523
H 11.441 18.977 18.388
H 10.344 20.169 17.713
H 9.981 17.304 18.117
H 8.662 18.339 17.486
H 8.433 17.357 18.965
H 12.700 22.139 19.471
H 13.077 20.764 18.736
C 2.358 20.837 12.336
C 1.644 21.717 13.348
C 2.406 23.009 13.561
O 2.376 23.795 12.383
C 2.594 25.158 12.608
N 0.260 21.941 12.893
H 3.415 20.772 12.613
H 2.326 21.310 11.353
H 1.951 19.830 12.302
H 1.630 21.215 14.317
H 3.437 22.819 13.890
H 1.931 23.589 14.369
H 2.705 25.652 11.642
H 3.507 25.360 13.184
H 1.736 25.610 13.122
H -0.222 22.488 13.609
H 0.317 22.631 12.143
C 8.295 19.486 11.249
C 9.542 19.395 10.390
C 10.761 19.163 11.238
O 11.913 19.234 10.406
C 13.056 19.755 11.051
N 9.388 18.335 9.382
H 8.374 20.306 11.962
H 8.097 18.548 11.770
H 7.428 19.624 10.598
H 9.680 20.381 9.913
H 10.690 18.136 11.628
H 10.834 19.893 12.048
H 12.993 20.845 11.149
H 13.924 19.490 10.452
H 13.181 19.326 12.052
H 8.695 18.653 8.711
H 10.259 18.254 8.867
C 6.060 13.859 14.007
C 6.558 15.242 14.368
C 7.930 15.169 15.028
O 7.858 14.605 16.310
C 9.123 14.551 16.927
N 6.628 16.108 13.179
H 5.031 13.895 13.652
H 6.165 13.164 14.841
H 6.677 13.441 13.203
H 5.897 15.732 15.092
H 8.414 16.156 15.068
H 8.580 14.560 14.363
H 9.743 13.804 16.417
H 8.973 14.259 17.966
H 9.596 15.537 16.920
H 7.409 15.799 12.601
H 6.959 17.009 13.524
C 5.203 12.272 18.456
C 4.623 13.568 18.992
C 5.025 14.732 18.122
O 4.624 15.928 18.784
C 5.064 17.086 18.124
N 3.158 13.478 19.079
H 4.784 12.067 17.466
H 4.979 11.422 19.101
H 6.283 12.346 18.321
H 5.061 13.787 19.978
H 4.593 14.678 17.114
H 6.118 14.741 18.035
H 4.776 17.042 17.066
H 6.151 17.213 18.211
H 4.606 17.931 18.634
H 2.821 14.311 19.552
H 2.938 12.701 19.695
C 5.498 17.293 9.796
C 5.227 15.826 9.491
C 5.656 15.464 8.088
O 5.144 16.409 7.170
C 5.593 16.175 5.864
N 5.929 14.943 10.437
H 5.476 17.582 10.849
H 4.805 17.948 9.253
H 6.465 17.646 9.416
H 4.181 15.553 9.637
H 5.234 14.476 7.847
H 6.750 15.373 8.029
H 5.087 16.879 5.210
H 5.392 15.144 5.536
H 6.683 16.303 5.775
H 6.927 15.146 10.447
H 5.642 15.221 11.375
C 2.635 19.292 16.421
C 3.276 20.409 17.216
O 3.279 21.581 16.405
H 1.650 19.683 16.146
H 2.450 18.388 17.006
H 3.159 18.951 15.530
H 4.290 20.162 17.542
H 2.642 20.607 18.086
H 4.055 22.126 16.574
C 5.774 21.985 11.064
C 5.358 23.387 11.428
O 6.529 24.210 11.315
H 6.312 21.492 11.876
H 6.416 22.016 10.183
H 4.930 21.327 10.851
H 4.978 23.403 12.451
H 4.588 23.761 10.751
H 6.307 25.111 11.564
C 5.277 21.491 20.057
C 6.462 20.998 19.262
O 6.770 19.696 19.707
H 4.935 22.475 19.747
H 5.557 21.470 21.112
H 4.469 20.767 19.935
H 7.314 21.685 19.341
H 6.234 20.986 18.183
H 7.681 19.444 19.518
C 2.627 16.950 13.415
C 2.563 16.619 11.929
O 1.590 15.588 11.685
H 3.432 17.666 13.605
H 2.810 16.048 13.997
H 1.695 17.418 13.738
H 3.536 16.274 11.597
H 2.223 17.482 11.352
H 0.724 16.005 11.662
C 5.764 19.278 14.211
C 7.156 19.667 14.640
O 8.045 18.596 14.355
H 5.835 18.996 13.152
H 5.066 20.114 14.239
H 5.380 18.398 14.727
H 7.193 19.876 15.722
H 7.424 20.614 14.154
H 8.961 18.884 14.475
C 11.999 16.881 15.518
C 12.002 18.010 14.505
O 10.938 18.926 14.852
H 11.999 17.256 16.541
H 12.900 16.267 15.404
H 11.151 16.212 15.370
H 11.886 17.627 13.496
H 12.946 18.559 14.557
H 11.317 19.573 15.454
C 6.878 23.661 14.879
C 6.643 22.967 16.210
O 5.638 23.605 16.997
H 5.934 24.043 14.492
H 7.376 23.020 14.152
H 7.559 24.507 15.015
H 7.566 22.859 16.793
H 6.282 21.945 16.074
H 5.732 24.562 16.996

***

No. 2
90
Properties=species:S:1:pos:R:3 method="wB97M-V/def2-TZVPD" total_charge=+2 homo_lumo_gap_ev="5.852 / 3.192" largest_force_ev_per_a=4.3 spin_multiplicity=3
N -7.176 5.660 -6.871
C -6.895 6.275 -5.726
C -6.171 5.642 -4.709
C -5.647 4.353 -4.953
C -5.950 3.731 -6.179
C -6.748 4.423 -7.100
C -4.797 3.706 -3.968
Pd -0.608 -0.157 0.128
P 6.115 -0.895 -1.084
C -3.752 2.888 -4.278
C -2.872 2.340 -3.273
C -1.687 1.652 -3.612
C -0.908 1.046 -2.618
C -1.367 1.105 -1.302
C -2.446 1.882 -0.913
C -3.203 2.490 -1.911
Br 1.811 -0.447 0.826
H -5.007 4.000 -2.933
H -3.510 2.676 -5.328
H -5.995 6.157 -3.766
H -5.587 2.730 -6.400
H -7.249 7.301 -5.589
H -7.019 3.952 -8.047
H -1.410 1.592 -4.666
H -4.086 3.058 -1.631
H 0.022 0.533 -2.854
H -2.733 1.985 0.130
P -0.651 -2.137 -1.022
C 5.556 0.855 -0.876
C 6.647 1.819 -1.345
H 5.306 1.022 0.179
H 4.635 0.990 -1.455
H 6.486 2.817 -0.925
H 7.639 1.476 -1.035
H 6.640 1.907 -2.436
C 5.261 -1.338 -2.661
C 5.979 -2.498 -3.344
H 5.253 -0.447 -3.302
H 4.218 -1.596 -2.436
H 5.720 -2.532 -4.407
H 7.066 -2.389 -3.263
H 5.697 -3.458 -2.900
C 5.022 -1.781 0.093
C 5.715 -2.067 1.418
H 4.658 -2.703 -0.380
H 4.141 -1.138 0.252
H 5.138 -2.807 1.982
H 6.728 -2.456 1.272
H 5.773 -1.157 2.024
C -0.479 -3.512 0.172
C -1.624 -4.522 0.213
H -0.326 -3.041 1.155
H 0.468 -4.009 -0.085
H -2.554 -4.074 0.582
H -1.828 -4.962 -0.771
H -1.344 -5.334 0.895
C 0.610 -2.442 -2.310
C 0.110 -2.489 -3.756
H 1.059 -3.408 -2.031
H 1.379 -1.667 -2.163
H -0.453 -3.411 -3.953
H -0.519 -1.627 -4.014
H 0.977 -2.484 -4.427
C -2.321 -2.201 -1.746
C -3.398 -1.689 -0.784
H -2.496 -3.246 -2.031
H -2.315 -1.594 -2.663
H -4.128 -1.104 -1.355
H -3.928 -2.516 -0.295
H -2.993 -1.035 0.009
C -2.814 1.246 2.660
P -1.114 0.834 2.155
C -0.153 2.370 2.151
C -0.494 -0.151 3.565
C -1.071 -1.410 3.786
C -0.643 -2.182 4.867
C 0.352 -1.706 5.723
C 0.942 -0.460 5.489
C 0.535 0.309 4.397
H -3.257 1.933 1.929
H -2.784 1.738 3.647
H -3.406 0.322 2.707
H -0.184 2.806 3.155
H 0.877 2.103 1.880
H -0.563 3.076 1.413
H -1.839 -1.787 3.106
H -1.088 -3.162 5.034
H 0.673 -2.304 6.578
H 1.728 -0.083 6.149
H 1.032 1.259 4.180

***

No. 3
19
Properties=species:S:1:pos:R:3 method="wB97M-V/def2-TZVPD" total_charge=0 homo_lumo_gap_ev=10.768 relative_energy_kj_mol=34.0 largest_force_ev_per_a=0.5
C -1.558 -2.325 -0.529
C -0.162 -1.711 -0.520
C -0.150 -0.245 -0.134
O -1.057 0.235 0.525
C 1.051 0.575 -0.570
C 0.822 2.084 -0.497
H -2.032 -2.241 0.452
H -2.212 -1.826 -1.252
H -1.494 -3.382 -0.800
H 0.483 -2.230 0.206
H 0.342 -1.825 -1.488
H 1.364 0.259 -1.573
H 1.880 0.284 0.089
H -0.192 2.340 -0.820
H 0.950 2.443 0.526
H 1.533 2.606 -1.142
O 0.460 1.468 2.665
H -0.219 1.106 2.074
H 0.189 2.384 2.788

***

No. 4
104
Properties=species:S:1:pos:R:3 method="wB97M-V/def2-TZVPD" total_charge=+2 homo_lumo_gap_ev="8.871 / 3.157" largest_force_ev_per_a=5.4 spin_multiplicity=5
Pd 1.016 -0.752 0.985
F 4.398 -1.898 4.372
C 3.354 -2.673 4.134
F 3.746 -3.925 4.043
F 2.497 -2.553 5.151
S 2.528 -2.056 2.581
O 1.269 -2.711 2.379
O 2.395 -0.631 2.813
N 3.590 -2.426 1.520
S 3.165 -2.128 0.042
O 3.318 -0.746 -0.316
O 1.883 -2.681 -0.326
C 4.525 -3.159 -0.753
F 5.699 -2.715 -0.350
F 4.502 -3.149 -2.081
F 4.356 -4.407 -0.347
C -1.337 -1.169 5.280
S 0.098 -0.602 4.280
O -0.404 -0.752 2.875
C -0.020 1.193 4.610
C -1.221 1.858 4.786
C -1.223 3.222 5.027
C -0.028 3.919 5.091
C 1.175 3.247 4.922
C 1.182 1.881 4.679
H -2.259 -0.850 4.810
H -1.251 -0.774 6.286
H -1.300 -2.253 5.307
H -2.159 1.333 4.750
H -2.162 3.729 5.190
H -0.027 4.978 5.303
H 2.107 3.785 5.005
H 2.111 1.340 4.559
N 0.543 -0.206 -0.853
P -0.291 -1.148 -1.769
N -1.591 -0.223 -2.482
C -1.580 0.142 -3.894
C -2.370 1.408 -4.202
C -1.839 2.596 -3.391
C -1.487 2.166 -1.961
C -2.118 0.813 -1.625
N 0.569 -1.737 -3.082
C 1.808 -1.050 -3.391
C 2.736 -1.975 -4.164
C 2.160 -2.314 -5.545
C 0.632 -2.234 -5.498
C 0.111 -2.645 -4.122
N -1.086 -2.421 -0.999
C -1.613 -2.246 0.337
C -3.149 -2.136 0.296
C -3.764 -3.329 -0.430
C -3.090 -3.530 -1.782
C -1.574 -3.655 -1.567
H -1.992 -0.689 -4.476
H -0.550 0.313 -4.222
H -3.432 1.255 -4.007
H -2.270 1.618 -5.267
H -2.595 3.381 -3.380
H -0.952 3.007 -3.874
H -1.830 2.904 -1.240
H -0.410 2.034 -1.836
H -3.201 0.873 -1.763
H -1.879 0.561 -0.590
H 2.248 -0.705 -2.451
H 1.600 -0.158 -4.001
H 2.855 -2.890 -3.588
H 3.714 -1.510 -4.258
H 2.481 -3.314 -5.834
H 2.535 -1.627 -6.301
H 0.196 -2.889 -6.252
H 0.301 -1.218 -5.711
H 0.485 -3.655 -3.913
H -0.979 -2.662 -4.127
H -1.200 -1.333 0.797
H -1.320 -3.115 0.944
H -3.425 -1.218 -0.222
H -3.523 -2.076 1.317
H -4.834 -3.158 -0.570
H -3.650 -4.232 0.170
H -3.291 -2.676 -2.432
H -3.463 -4.429 -2.271
H -1.064 -3.898 -2.491
H -1.379 -4.459 -0.852
C -2.342 2.740 1.794
N -1.064 3.316 1.453
C -0.985 4.759 1.402
C 0.194 5.176 0.539
C 1.435 4.500 1.105
N 1.234 3.066 1.163
C 2.387 2.189 1.108
C 0.015 2.507 1.316
O -0.150 1.270 1.339
H -3.056 2.872 0.979
H -2.735 3.233 2.684
H -2.198 1.678 1.980
H -0.870 5.163 2.418
H -1.930 5.132 0.998
H 0.307 6.260 0.555
H 0.042 4.861 -0.494
H 1.645 4.888 2.111
H 2.300 4.710 0.474
H 2.336 1.528 0.225
H 2.440 1.567 2.012
H 3.286 2.793 1.053

***

No. 5
9
Properties=species:S:1:pos:R:3 method="wB97M-V/def2-TZVPD" total_charge=0 homo_lumo_gap_ev=8.039 relative_energy_kj_mol=329.0 largest_force_ev_per_a=1.2
O -0.730 -0.457 2.233
N -0.586 0.199 1.202
S -1.057 1.727 1.033
C -0.048 -0.530 0.060
C 0.474 0.179 -1.127
S 1.742 -0.685 -0.176
H -0.568 -1.479 -0.042
H 0.253 -0.213 -2.112
H 0.519 1.260 -1.070

***

No. 6
18
Properties=species:S:1:pos:R:3 method="wB97M-V/def2-TZVPD" total_charge=0 homo_lumo_gap_ev=9.567 relative_energy_kj_mol=513.7 largest_force_ev_per_a=8.3
C 1.890 0.570 1.992
C 1.539 -0.549 0.900
C 0.118 -0.458 -0.072
O -0.014 -1.668 -0.502
C -1.166 0.160 0.719
C -1.845 0.911 -0.366
O -1.255 0.853 -1.731
C 0.114 0.359 -1.400
H 2.981 0.452 2.471
H 1.251 0.798 2.846
H 1.860 1.654 1.602
H 1.510 -1.424 1.585
H 2.361 -0.812 0.317
H -0.388 -2.200 0.358
H -1.476 0.037 1.830
H -3.063 1.181 -0.467
H 0.753 1.383 -1.244
H 0.476 -0.499 -2.077

***

No. 7
13
Properties=species:S:1:pos:R:3 method="wB97M-V/def2-TZVPD" total_charge=+1 homo_lumo_gap_ev=7.066 relative_energy_kj_mol=789.9 largest_force_ev_per_a=7.2
C -1.505 0.908 0.335
C -0.963 -0.289 0.346
N 0.315 -0.385 0.136
C 0.986 0.723 -0.145
C 2.319 0.240 0.194
C 1.502 -0.964 -0.381
C -2.314 -0.329 -0.172
H -1.849 1.732 0.800
H 2.407 0.455 1.317
H 3.260 0.567 -0.071
H 1.309 -1.436 -1.234
H -3.170 -0.811 0.211
H -2.297 -0.411 -1.335